(1)
Entry from the OMol25 dataset: C2H3N2OP as an isolated structure at a distorted geometry (wB97M-V/def2-TZVPD).

```
9
Properties=species:S:1:pos:R:3:forces:R:3:mulliken_charge:R:1
C -1.54284 -0.80632 0.09163 -2.799 1.762 0.026 0.085
C 2.16978 0.17126 0.45830 -0.995 0.281 -0.595 -0.526
N -1.88534 0.45978 -0.10598 -1.718 -3.396 1.163 -0.291
N -0.88884 1.30980 -0.14609 2.924 1.710 -0.208 -0.373
O -0.23943 -1.02908 0.01767 1.146 -0.325 1.070 -0.332
P 0.53475 0.46827 0.00271 -2.506 -0.881 1.541 0.781
H -2.30814 -1.55176 0.50564 1.604 0.978 -1.165 0.322
H 2.91407 0.95128 0.26350 -0.245 0.097 -0.388 0.272
H 1.24600 0.02677 -1.08738 2.589 -0.227 -1.444 0.061
```
Forces are in eV/Å.

Highest occupied orbital energy (alpha / beta) in Eh: -0.3061 / -0.3063
Relative energy (zero: lowest compared OMol25 entry of this formula, charge and spin) in kcal per mole: 144.9
Largest force on an atom in eV/Å: 3.98

(2)
Entry from the OMol25 dataset: C30H50CrO14 as an isolated structure at a distorted geometry (wB97M-V/def2-TZVPD).

```
95
Properties=species:S:1:pos:R:3:forces:R:3:lowdin_spin:R:1
Cr 3.59153 -0.54180 -0.28993 -1.205 1.666 -0.041 4.639
C -0.40710 -1.77209 0.48322 0.571 0.222 -1.513 0.003
C 0.52312 -1.03973 -0.54181 1.086 1.226 1.893 0.012
C -0.29820 -0.00064 -1.40010 1.026 -0.820 0.045 0.000
O 1.57510 -0.42723 0.17635 0.007 0.230 0.052 0.086
H -1.00574 -2.41237 -0.16468 -0.633 -0.299 0.475 0.000
H -1.00698 -1.06893 1.06097 -0.124 0.076 -0.050 0.000
H 0.19574 -2.37116 1.16571 0.034 -0.018 -0.094 0.001
H 1.07264 -1.79116 -1.10880 -0.922 -0.361 -0.943 0.004
H -0.80901 0.74698 -0.79328 -0.432 -0.392 0.436 0.000
H -0.93788 -0.54419 -2.09543 -0.436 0.202 0.111 0.000
H 0.33829 0.64294 -2.00738 0.522 -0.364 -0.114 0.000
C 5.31896 3.22244 -1.43932 -1.484 1.340 0.555 0.003
C 3.80568 2.74558 -1.25939 1.542 -2.146 -0.671 0.010
C 2.85760 3.25794 -2.34465 0.764 1.418 -1.460 0.001
O 3.87532 1.36315 -1.31388 -0.282 -0.764 0.338 0.065
H 5.82447 2.89810 -2.34891 -0.347 -0.350 0.011 0.000
H 5.90299 2.97661 -0.55244 -0.108 -0.555 -0.075 0.001
H 5.32421 4.31234 -1.42534 0.136 0.516 -0.279 0.001
H 3.47571 3.11872 -0.28987 -0.145 0.203 0.543 0.001
H 3.44356 3.31196 -3.26215 0.283 -0.322 -0.382 0.000
H 2.58732 4.31100 -2.26646 -0.108 0.351 0.629 0.000
H 1.94455 2.77006 -2.68585 0.058 -0.748 0.981 0.000
O 1.62799 1.16738 5.44008 -0.790 1.208 -2.253 0.001
C 1.34388 1.75552 4.38910 0.813 -2.151 2.734 0.001
O 0.59173 1.19103 3.43390 0.509 -2.717 2.493 0.002
C 0.36896 1.97657 2.36150 0.134 3.337 -2.424 0.000
C 1.46067 3.08911 2.48358 -0.692 0.995 -1.090 0.002
C 1.69798 3.11152 3.96679 1.723 1.379 -0.409 0.000
H -0.61466 2.42381 2.50491 -0.316 0.122 -0.369 0.000
H 0.45128 1.45974 1.40535 0.016 -0.455 0.229 0.000
H 1.30946 4.10843 2.12828 -1.450 0.088 0.006 0.000
H 2.31354 2.95781 1.81765 0.506 -1.297 0.644 0.002
H 1.15309 3.84380 4.56258 -0.621 -0.026 -0.291 0.000
H 2.72640 3.44712 4.10033 0.216 -0.734 0.661 0.000
O -0.41761 -1.49229 -4.47842 -2.512 -0.786 -2.132 0.000
C -1.44210 -1.56524 -5.18460 3.677 2.514 4.547 0.000
O -2.59940 -1.09526 -4.63985 1.085 -0.542 0.313 0.000
C -3.67193 -1.13213 -5.56471 1.840 -1.305 -0.690 0.000
C -3.04094 -2.11595 -6.63655 -1.512 0.227 -0.279 0.000
C -1.48992 -1.89521 -6.61018 -2.436 -0.785 0.086 0.000
H -3.78923 -0.08687 -5.85066 -0.771 -0.262 -0.405 0.000
H -4.48495 -1.63168 -5.03787 -0.401 0.580 -0.387 0.000
H -3.67298 -2.14873 -7.52399 0.685 0.457 -0.580 0.000
H -3.24324 -3.10593 -6.22776 0.318 -0.133 0.243 0.000
H -1.07648 -1.05388 -7.16636 -0.082 -0.250 -0.217 0.000
H -0.95326 -2.83962 -6.70063 0.117 0.297 -0.580 0.000
O -4.01877 2.72253 5.22127 -0.920 -0.158 -0.177 0.000
C -3.80193 1.54433 5.13529 2.047 0.790 1.176 0.000
O -4.28439 0.73082 4.22082 -1.641 0.623 -1.833 0.000
C -3.51708 -0.44377 4.03018 0.302 -0.325 1.070 0.000
C -2.72036 -0.53690 5.29338 0.465 -1.974 1.413 0.000
C -2.71173 0.80961 5.90314 0.456 0.960 0.021 0.000
H -2.75173 -0.34339 3.26060 -0.758 0.085 -0.819 0.000
H -4.23282 -1.26259 3.95705 0.384 -0.012 -0.685 0.000
H -1.74839 -1.00299 5.13179 -0.076 0.075 0.137 0.000
H -3.23882 -1.11948 6.05491 -0.036 -0.723 -0.394 0.000
H -1.78680 1.35671 5.72073 0.042 0.151 0.102 0.000
H -2.86251 0.72926 6.97967 -0.128 0.528 -0.117 0.000
O 3.45353 -1.75211 -2.19827 0.298 0.410 -0.266 0.098
C 3.13388 -1.81683 -3.35803 0.277 -0.177 1.836 0.020
O 2.39161 -2.85514 -3.71213 -1.075 -1.133 -1.817 0.009
C 2.38007 -3.00994 -5.14942 1.232 -0.397 -0.706 0.001
C 3.29734 -1.89813 -5.70342 -0.272 0.769 0.849 0.001
C 3.44381 -0.93665 -4.49684 -0.111 0.176 -0.927 0.003
H 1.42808 -3.12908 -5.66675 -0.485 0.738 0.914 0.000
H 2.88512 -3.93763 -5.41853 0.018 -0.359 0.574 0.000
H 2.84842 -1.34743 -6.53005 0.339 -0.362 -0.250 0.000
H 4.27285 -2.33792 -5.91096 -0.100 0.224 -0.484 0.000
H 2.65209 -0.18820 -4.53028 -0.025 0.145 0.123 0.001
H 4.39329 -0.41103 -4.39529 -0.106 -0.191 0.072 0.001
O -0.72912 -3.21498 5.44299 1.708 -1.298 -1.268 0.000
C 0.32322 -3.39379 4.81475 -1.651 4.868 2.292 0.000
O 0.76954 -4.49437 4.34032 -0.282 -3.133 -0.559 0.000
C 1.93710 -4.31787 3.54083 0.526 0.739 -0.355 0.002
C 2.54587 -3.06589 4.06802 0.443 2.103 -0.188 0.007
C 1.31486 -2.20087 4.51070 0.131 -2.795 -0.091 0.000
H 1.64772 -4.12544 2.50772 -0.185 -0.528 -0.086 0.002
H 2.65750 -5.13080 3.63180 -0.666 -0.387 -0.028 0.000
H 3.07323 -2.55242 3.26407 0.184 -0.017 0.021 0.019
H 3.28480 -3.28301 4.83935 -0.287 0.191 0.350 0.000
H 0.87698 -1.70309 3.64550 0.208 0.422 0.072 0.000
H 1.45520 -1.54746 5.37179 -0.147 -0.026 -0.303 0.000
O -6.64042 2.96055 -0.21237 4.421 -1.842 0.578 0.000
C -5.48006 2.47436 0.01714 -5.409 0.951 -0.438 0.000
O -5.21195 1.19290 -0.25067 0.882 -0.794 -0.261 0.000
C -3.78219 0.81072 0.02515 -1.182 2.589 0.956 0.000
C -3.21362 2.19244 0.47372 1.417 0.507 -0.448 0.000
C -4.37604 3.17604 0.70215 0.517 -1.390 -0.439 0.000
H -3.33522 0.38388 -0.87270 -0.181 0.002 0.256 0.000
H -3.72285 0.19763 0.92444 -0.448 -0.615 -0.535 0.000
H -2.52366 2.60144 -0.26436 -0.001 -0.129 -0.181 0.000
H -2.61791 2.10070 1.38192 -0.039 -0.178 -0.037 0.000
H -4.32106 4.15040 0.21665 0.407 0.084 0.642 0.000
H -4.57685 3.14732 1.77311 -0.357 0.739 -0.059 0.000
```
Forces are in eV/Å.

Multiplicity: 6
<S²>: 8.7602
Highest occupied orbital energy (alpha / beta) in Eh: -0.0727 / -0.1619
Net charge: -1
Largest force on an atom in eV/Å: 6.37

(3)
Entry from the OMol25 dataset: an isolated ion of composition C7H9BrClN4 and charge +1 at a distorted geometry (wB97M-V/def2-TZVPD).

```
22
Properties=species:S:1:pos:R:3:forces:R:3:mulliken_charge:R:1
C -2.56657 0.54360 -1.87026 1.721 0.173 -2.415 -1.091
C -1.04189 0.72956 -1.83190 0.149 -0.007 -1.002 0.118
N -0.44126 0.82693 -0.73616 -1.301 -0.673 -0.964 0.453
N -0.32438 0.99720 0.41831 0.722 2.002 1.538 -0.411
C 0.38919 0.04601 1.25130 2.552 -1.710 -1.100 0.752
C -0.11822 -0.05302 2.65268 0.416 0.212 -0.417 -1.661
N 0.49291 -1.23362 0.59211 -1.997 -0.589 2.713 -0.185
C 1.11041 -1.39641 -0.57963 -0.521 -2.371 -2.401 -0.050
C 2.07246 -0.53897 -0.92737 -0.351 1.602 -0.794 -0.184
Br 2.65523 -0.33396 -2.73091 -0.016 -0.237 0.634 -0.101
N 2.48014 0.38339 -0.01686 1.797 0.295 0.371 -0.367
C 1.91923 0.60189 1.08194 -2.839 -0.981 -0.762 0.400
Cl 2.49038 1.35764 2.44043 0.973 0.899 0.633 -0.093
H -2.80914 -0.06636 -2.76628 -0.004 0.283 0.796 0.312
H -3.05661 1.49414 -1.96197 0.006 0.757 -0.389 0.344
H -2.92303 0.16403 -0.97969 -0.612 -1.298 1.791 0.368
H -0.35068 0.74884 -2.71037 -0.904 0.167 0.526 0.361
H -0.20741 0.92320 3.06226 0.015 0.973 0.330 0.487
H 0.64479 -0.56957 3.26217 -0.906 -0.261 -0.266 0.407
H -1.13222 -0.41176 2.59171 -0.232 -0.854 0.532 0.454
H -0.08245 -1.96537 1.04393 0.773 0.386 -0.808 0.309
H 0.79911 -2.24737 -1.28544 0.559 1.233 1.454 0.378
```
Forces are in eV/Å.

Highest occupied orbital energy (alpha / beta) in Eh: -0.4449 / -0.4449
SMILES: CC=[N+]=N[C@@]1(C)NC=C(Br)N=C1Cl
Net charge: +1
Relative energy (zero: lowest compared OMol25 entry of this formula, charge and spin) in kcal per mole: 0.0
Largest force on an atom in eV/Å: 3.42

(4)
Entry from the OMol25 dataset: a 2-piece molecular cluster, C5H6O2 overall at a distorted geometry (wB97M-V/def2-TZVPD).

```
13
Properties=species:S:1:pos:R:3:forces:R:3:mulliken_charge:R:1
O 1.33292 1.74589 -0.57001 0.587 -0.236 0.942 -0.524
C 0.59698 0.63285 -1.01870 -0.550 1.153 -0.020 -0.561
C 0.77424 -0.60973 -0.12684 -0.934 -0.081 0.370 0.096
C 0.55726 -0.76848 1.32545 -2.299 2.556 1.644 -0.014
O -0.00471 0.16537 1.85801 0.851 1.534 1.829 -0.455
C -1.25525 -0.87501 0.13954 0.802 -1.351 -2.920 -0.674
C -2.42094 -0.61914 -0.09861 1.339 -0.428 -0.017 -0.054
H 0.94799 1.88857 0.30673 0.319 0.460 0.081 0.348
H -0.41975 0.99492 -1.09317 -0.461 -0.630 0.171 0.317
H 0.91577 0.49507 -2.06074 0.098 -0.781 0.439 0.333
H 1.80846 -0.97423 -0.26327 -0.836 -1.813 -1.517 0.390
H 0.59071 -1.64607 2.01666 1.048 -0.396 -1.411 0.394
H -3.42368 -0.43001 -0.41506 0.036 0.013 0.408 0.404
```
Forces are in eV/Å.

Highest occupied orbital energy (alpha / beta) in Eh: -0.3629 / -0.3629
Relative energy (zero: lowest compared OMol25 entry of this formula, charge and spin) in kcal per mole: 183.0
Largest force on an atom in eV/Å: 3.81

(5)
Entry from the OMol25 dataset: C6H4N4S in the gas phase at a distorted geometry (wB97M-V/def2-TZVPD).

```
15
Properties=species:S:1:pos:R:3:forces:R:3:mulliken_charge:R:1
N 0.35385 1.08950 -2.71967 1.709 0.767 -3.149 -0.417
C -0.12170 0.86069 -1.72883 -2.136 -0.085 2.235 0.192
C -0.70892 0.50087 -0.50361 1.953 -5.174 0.175 -0.608
C -1.39330 -1.22133 -0.64604 0.978 2.086 -1.537 0.164
S -2.34022 -1.73270 -1.83360 0.414 0.404 0.853 -0.194
N -0.80534 -1.89745 0.37632 0.921 -0.696 0.991 -0.407
C 0.11414 -1.26616 0.99567 -1.158 0.531 0.225 -0.231
C 0.33409 0.24765 0.61695 0.216 -1.966 -2.102 1.205
N 1.72044 0.39827 0.27244 1.099 -0.543 -0.705 -0.751
C 0.06932 1.11313 1.68174 -0.703 1.869 2.192 -0.227
N -0.16141 1.93319 2.45120 -0.003 -0.216 0.104 -0.447
H -1.60326 0.74060 -0.11945 -3.016 2.514 0.701 0.657
H 0.63023 -1.73739 1.84328 0.039 0.311 -0.472 0.447
H 1.93917 1.23673 -0.24052 -0.315 0.947 0.408 0.312
H 1.97291 -0.26557 -0.44589 0.001 -0.749 0.082 0.305
```
Forces are in eV/Å.

Highest occupied orbital energy in Eh: -0.3545
SMILES: N#C[C@H]1C(=S)N=C[C@]1(N)C#N
Relative energy (zero: lowest compared OMol25 entry of this formula, charge and spin) in kcal per mole: 61.1
Largest force on an atom in eV/Å: 5.53

(6)
Entry from the OMol25 dataset: a 2-piece molecular cluster, C22H34Br2N2O7PS2 overall at a distorted geometry (wB97M-V/def2-TZVPD).

```
70
Properties=species:S:1:pos:R:3:forces:R:3:mulliken_charge:R:1
C 2.96524 0.11650 3.59013 0.428 -0.166 0.987 -0.817
C 2.89691 -0.87635 2.28983 2.486 -6.256 2.431 0.348
O 3.29601 -2.16286 2.49481 -2.813 8.211 -1.682 -0.543
N 2.49559 -0.51653 0.88240 -1.402 1.077 1.351 0.394
C 3.45378 0.47677 0.26658 2.366 1.091 0.293 -0.828
C 1.04698 -0.11326 0.74660 -0.981 -1.930 -1.339 0.271
S 0.68035 1.72532 0.83102 3.200 8.166 -0.565 1.414
C -1.14635 2.13414 1.12582 -0.914 0.411 0.123 -0.448
O 1.07181 2.51053 -0.47420 -1.654 -3.816 3.235 -0.685
O 1.45545 2.46887 1.98685 -2.841 -3.926 -2.919 -0.664
C 0.68404 -0.79328 -0.73989 -0.483 -1.804 -1.006 -0.541
C 0.80770 -0.16454 -2.24818 -1.267 -0.314 -0.106 -0.834
C -0.66754 0.55798 -2.56359 -0.333 1.650 -0.924 0.310
C -0.93315 0.60771 -4.20864 0.602 0.913 -0.208 -1.106
O -1.74105 -0.11463 -1.81496 0.167 1.253 -0.967 -0.038
C -3.02509 0.59705 -1.91329 -1.875 -0.859 1.789 -0.529
C -4.04877 -0.17727 -0.84101 -2.712 -2.232 2.947 0.353
C -4.53796 -1.75841 -1.04670 -1.647 1.569 2.926 -0.239
C -5.59273 -2.51969 0.00252 0.509 3.505 1.176 -0.447
C -6.23114 -1.76080 1.32970 3.468 2.488 -3.285 -0.360
C -5.71954 -0.18646 1.56531 0.849 -2.608 -2.914 -0.445
C -4.66376 0.56877 0.51327 -1.082 -3.240 -0.277 -0.300
N 0.22601 -2.08357 -0.50958 -0.412 2.845 0.716 0.398
P -0.28053 -3.38350 -1.61479 0.365 -4.118 -3.182 0.448
O -1.73244 -3.06948 -2.52155 2.494 -0.752 1.851 -0.385
O -0.59658 -4.85761 -0.67469 0.738 2.903 -1.324 -0.524
S 1.21891 -3.85245 -2.80490 -1.107 0.786 0.869 -0.297
C 0.15552 -2.41492 0.99623 -0.909 0.291 0.343 -0.595
C -0.12780 -0.90573 1.56796 -0.060 -0.699 -0.151 -0.025
C -0.37049 -0.64227 3.16248 -1.209 -0.241 0.081 -0.385
C -1.99657 -0.91463 3.43828 -1.308 -5.123 2.207 0.003
O -2.46355 -2.05603 3.95838 3.120 7.174 -3.340 -0.506
H 3.87271 0.89082 3.56327 -2.102 -1.673 -0.411 0.297
H 1.97974 0.69957 3.83008 1.956 -1.008 -0.965 0.153
H 3.18067 -0.56231 4.54825 -0.450 1.215 -2.447 0.351
H 3.14621 0.85976 -0.79559 0.316 -0.862 2.259 0.060
H 4.53276 -0.02233 0.16089 -2.626 0.790 0.209 0.408
H 3.62342 1.39377 1.01079 -0.563 -1.797 -1.864 0.446
H -1.27167 2.26125 2.28438 0.202 -0.503 -2.295 0.389
H -1.88811 1.37644 0.62931 1.502 1.280 1.064 -0.277
H -1.31516 3.19809 0.62979 0.823 -2.309 0.927 0.425
H 1.65800 0.63337 -2.38285 -1.797 -1.601 0.700 0.154
H 0.91365 -0.99418 -3.09944 -0.053 1.432 2.390 0.364
H -0.68761 1.69599 -2.22043 0.507 -2.450 -0.443 0.386
H -0.02426 0.12385 -4.81099 -2.194 0.844 1.330 0.363
H -0.95825 1.75455 -4.53839 0.072 -2.536 0.760 0.309
H -1.96854 0.16339 -4.52509 2.172 0.538 0.726 0.260
H -2.94442 1.70168 -1.50739 -0.012 -2.028 -1.139 0.271
H -3.54247 0.51656 -2.96342 1.336 0.326 1.947 0.374
H -4.19388 -2.40374 -1.96415 -0.626 1.601 2.001 0.239
H -5.95271 -3.63954 -0.16422 1.075 2.706 0.115 0.286
H -7.00636 -2.29021 2.05858 1.961 1.318 -1.803 0.309
H -6.17858 0.34446 2.51132 1.249 -0.875 -2.252 0.313
H -4.38083 1.68711 0.79094 -0.663 -2.574 -0.826 0.270
H -1.71164 -3.67114 -3.33402 0.415 0.844 1.501 0.342
H 0.11291 -5.53855 -0.91897 -1.017 1.648 0.168 0.385
H -0.79824 -3.05606 1.21380 2.066 0.927 -0.476 0.606
H 1.17477 -2.95057 1.19884 -1.971 1.164 0.258 0.229
H -1.17998 -0.65391 1.06274 2.424 -0.246 0.729 -0.031
H -0.21496 0.50719 3.39403 -0.040 -2.446 -0.376 0.230
H 0.22791 -1.35872 3.86753 -1.004 1.539 -1.423 0.417
H -2.73350 -0.04942 3.14330 1.210 -1.579 0.477 0.219
Br 6.50143 2.08045 0.06925 0.184 0.117 -0.071 -0.106
C 6.51985 3.90647 -0.61725 -0.050 0.106 0.236 -0.556
C 5.41845 4.12175 -1.62847 0.015 0.154 -0.233 -0.410
Br 5.87541 3.32695 -3.35069 -0.119 -0.045 0.124 -0.116
H 7.52058 4.08582 -1.02021 -0.309 -0.078 0.019 0.388
H 6.36754 4.54123 0.26015 -0.020 -0.099 -0.183 0.352
H 5.28620 5.18763 -1.83400 0.071 -0.179 0.106 0.364
H 4.45966 3.69312 -1.32394 0.276 0.093 0.024 0.143
```
Forces are in eV/Å.

Highest occupied orbital energy in Eh: -0.4092
Net charge: +1
Largest force on an atom in eV/Å: 8.84